Here is a single C6H10O4 molecule in a non-equilibrium geometry from OMol25. Energies are from ωB97M-V/def2-TZVPD.

Calculated values
Charge: 0
Energy relative to the best compared isomer or geometry (same formula, charge and spin) (kJ/mol): 326.85
Lowest unoccupied orbital energy (eV): 0.677
SMILES: C[C@@H]1O[C@]2(O)[C@H]1[C@@H](O)[C@@H]2O
F_max (eV/A): 4.45
E_HOMO (eV): -9.32

Last column: natural (NBO) charge in e.
Geometry (Å):
C1 0.83 2.34 0.66  -0.65
C2 -0.01 1.16 0.68  0.13
O1 0.51 0.03 1.34  -0.54
C3 0.68 -0.70 0.13  0.50
O2 1.95 -1.15 -0.18  -0.72
C4 -0.15 0.38 -0.61  -0.35
C5 -1.40 -0.45 -0.68  0.09
O3 -1.85 -0.75 -2.01  -0.71
C6 -0.46 -1.80 -0.09  0.08
O4 -0.89 -2.58 0.96  -0.69
H1 1.85 2.14 0.52  0.21
H2 0.83 2.84 1.58  0.23
H3 0.58 2.81 -0.26  0.23
H4 -1.15 1.37 0.93  0.16
H5 2.71 -0.65 0.10  0.49
H6 0.11 0.85 -1.54  0.22
H7 -2.16 -0.08 0.10  0.19
H8 -1.17 -1.34 -2.44  0.47
H9 -0.14 -2.38 -0.95  0.17
H10 -0.68 -2.06 1.79  0.48

Here is a single C6H10O4 molecule in a non-equilibrium geometry from OMol25. Energies are from ωB97M-V/def2-TZVPD.

Calculated values
Charge: 0
Energy relative to the best compared isomer or geometry (same formula, charge and spin) (kJ/mol): 227.63
Lowest unoccupied orbital energy (eV): -0.721
F_max (eV/A): 2.45
E_HOMO (eV): -9.11

Last column: natural (NBO) charge in e.
Geometry (Å):
C1 0.67 0.57 0.90  0.46
C2 -0.96 0.00 1.10  -0.44
C3 -1.08 -1.50 1.18  -0.64
C4 0.80 0.01 -0.48  0.51
C5 0.16 0.54 -1.67  0.18
C6 0.24 -0.14 -2.83  -0.34
O1 0.62 1.98 0.90  -0.76
O2 1.49 -0.04 1.71  -0.79
O3 -0.43 1.76 -1.59  -0.67
O4 1.52 -1.05 -0.45  -0.58
H1 0.91 2.26 1.78  0.51
H2 1.85 -0.98 0.71  0.52
H3 -0.19 2.19 -0.75  0.52
H4 -1.63 0.46 0.37  0.21
H5 -1.11 0.47 2.08  0.22
H6 0.71 -1.11 -2.85  0.22
H7 -0.25 0.24 -3.71  0.22
H8 -2.06 -1.78 1.56  0.22
H9 -0.32 -1.90 1.85  0.23
H10 -0.95 -1.97 0.20  0.20

Here is a single C6H10OS molecule in a non-equilibrium geometry from OMol25. Energies are from ωB97M-V/def2-TZVPD.

Calculated values
Charge: 0
Energy relative to the best compared isomer or geometry (same formula, charge and spin) (kJ/mol): 90.80
Lowest unoccupied orbital energy (eV): 0.843
SMILES: O[C@H]1CCS[C@@H]2C[C@H]12
F_max (eV/A): 1.04
E_HOMO (eV): -8.54

Last column: natural (NBO) charge in e.
Geometry (Å):
O1 -1.99 -0.31 -0.95  -0.71
C1 -1.18 0.11 0.15  0.10
C2 -0.52 -1.10 0.82  -0.44
C3 0.49 -1.78 -0.09  -0.53
S1 1.96 -0.75 -0.40  0.21
C4 1.24 0.88 -0.63  -0.38
C5 0.89 1.72 0.55  -0.42
C6 -0.21 1.18 -0.31  -0.25
H1 -1.40 -0.50 -1.67  0.46
H2 -1.88 0.57 0.83  0.19
H3 -1.32 -1.78 1.06  0.22
H4 -0.04 -0.78 1.76  0.21
H5 0.02 -2.08 -1.02  0.20
H6 0.89 -2.69 0.40  0.24
H7 1.65 1.37 -1.51  0.23
H8 1.01 1.28 1.52  0.22
H9 1.06 2.79 0.47  0.22
H10 -0.69 1.88 -0.98  0.23

Here is a single C6H10OS molecule in a non-equilibrium geometry from OMol25. Energies are from ωB97M-V/def2-TZVPD.

Calculated values
Charge: 0
Energy relative to the best compared isomer or geometry (same formula, charge and spin) (kJ/mol): 125.59
Lowest unoccupied orbital energy (eV): 0.831
SMILES: C[C@@]12COC[C@@H]1SC2
F_max (eV/A): 3.26
E_HOMO (eV): -8.66

Last column: natural (NBO) charge in e.
Geometry (Å):
C1 1.83 0.49 -1.31  -0.60
C2 0.75 0.27 -0.23  -0.11
C3 0.31 1.52 0.57  -0.06
O1 -1.03 1.41 0.81  -0.51
C4 -1.54 0.83 -0.36  -0.10
C5 -0.56 -0.25 -0.77  -0.32
S1 -0.54 -1.75 0.37  0.13
C6 1.07 -0.91 0.75  -0.48
H1 2.06 -0.46 -1.82  0.22
H2 1.47 1.23 -2.06  0.21
H3 2.78 0.91 -1.01  0.22
H4 0.49 2.48 -0.02  0.16
H5 0.86 1.68 1.52  0.20
H6 -1.70 1.61 -1.25  0.17
H7 -2.56 0.37 -0.21  0.21
H8 -0.70 -0.61 -1.79  0.24
H9 1.14 -0.56 1.78  0.21
H10 1.92 -1.58 0.49  0.22

Here is a molecular structure, C6H10OS in a non-equilibrium geometry from OMol25. Energies are from ωB97M-V/def2-TZVPD.

Calculated values
Charge: 0
Energy relative to the best compared isomer or geometry (same formula, charge and spin) (kJ/mol): 264.09
Lowest unoccupied orbital energy (eV): 0.805
F_max (eV/A): 3.73
E_HOMO (eV): -9.16

Last column: natural (NBO) charge in e.
Geometry (Å):
C1 -1.53 1.42 -0.02  -0.61
C2 -0.70 0.17 -0.11  -0.26
C3 0.45 0.30 0.82  0.08
C4 1.30 -1.01 0.84  -0.43
C5 1.35 -1.07 -0.74  -0.42
C6 0.51 0.20 -1.09  0.08
H1 -2.08 1.67 -1.05  0.23
H2 -2.26 1.21 0.91  0.21
H3 -0.85 2.28 0.12  0.23
H4 -2.66 -0.85 0.75  0.11
H5 0.32 0.91 1.77  0.20
H6 2.22 -0.85 1.31  0.22
H7 0.70 -1.78 1.37  0.22
H8 0.87 -2.00 -1.18  0.21
H9 2.36 -0.92 -1.13  0.22
H10 0.69 0.40 -2.13  0.21
O1 1.13 1.06 -0.23  -0.52
S1 -1.82 -1.14 -0.20  0.02

Here is a gas-phase ion, C6H10PS (charge +1) in a non-equilibrium geometry from OMol25. Energies are from ωB97M-V/def2-TZVPD.

Calculated values
Charge: +1
Energy relative to the best compared isomer or geometry (same formula, charge and spin) (kJ/mol): 319.94
Lowest unoccupied orbital energy (spin up / spin down) (eV): -7.021 / -7.017
F_max (eV/A): 5.18
E_HOMO (spin up / spin down) (eV): -12.20 / -12.20

Last column: natural (NBO) charge in e.
Geometry (Å):
C1 -2.54 -0.03 -1.14  -0.22
C2 -3.33 -0.67 -0.06  -0.31
C3 -1.25 0.25 -1.07  -0.39
C4 -3.19 -0.85 1.23  0.30
C5 0.60 1.80 0.40  -0.83
C6 2.55 -1.49 0.47  -0.70
P1 -0.05 -0.05 0.28  0.66
S1 1.42 -1.04 -0.89  -0.01
H1 -3.14 0.13 -2.02  0.25
H2 -4.25 -1.26 -0.54  0.36
H3 -1.07 0.79 -1.91  0.24
H4 -3.15 -0.59 2.24  0.25
H5 -0.29 2.33 0.64  0.23
H6 0.94 2.05 -0.63  0.24
H7 1.33 1.78 1.17  0.24
H8 2.39 -0.98 1.38  0.22
H9 3.54 -1.28 0.17  0.24
H10 2.52 -2.49 0.67  0.23

Here is 2 unconnected molecules or ions with the total composition C6H10S in a non-equilibrium geometry from OMol25. Energies are from ωB97M-V/def2-TZVPD.

Calculated values
Charge: 0
Energy relative to the best compared isomer or geometry (same formula, charge and spin) (kJ/mol): 510.52
Lowest unoccupied orbital energy (spin up / spin down) (eV): -0.030 / -2.475
F_max (eV/A): 4.60
E_HOMO (spin up / spin down) (eV): -9.71 / -7.18

Last column: natural (NBO) charge in e.
Geometry (Å):
C1 0.19 0.35 1.03  -0.43
C2 -0.41 1.33 0.06  -0.40
C3 0.61 -0.45 -0.21  0.12
C4 -0.09 0.34 -1.06  -0.12
C5 1.63 -1.58 -0.45  -0.67
C6 -0.56 0.21 -2.31  -0.37
S1 -4.09 0.36 0.73  -0.10
H1 1.04 0.63 1.64  0.20
H2 -0.51 -0.17 1.66  0.21
H3 -1.54 1.28 0.28  0.20
H4 0.06 2.27 0.05  0.22
H5 1.09 -2.58 -0.74  0.23
H6 2.33 -1.61 0.32  0.22
H7 2.15 -1.09 -1.35  0.23
H8 -0.30 -0.65 -2.80  0.18
H9 -1.23 0.92 -2.95  0.20
H10 -3.66 -0.87 0.89  0.09

Here is a single C6H10S molecule in a non-equilibrium geometry from OMol25. Energies are from ωB97M-V/def2-TZVPD.

Calculated values
Charge: 0
Energy relative to the best compared isomer or geometry (same formula, charge and spin) (kJ/mol): 590.70
Lowest unoccupied orbital energy (spin up / spin down) (eV): 0.545 / 0.545
F_max (eV/A): 4.65
E_HOMO (spin up / spin down) (eV): -7.26 / -7.26

Last column: natural (NBO) charge in e.
Geometry (Å):
C1 0.91 -0.57 1.16  -0.64
C2 1.48 1.70 0.42  -0.47
C3 0.57 0.38 -1.28  -0.40
C4 0.20 -0.76 -0.06  -0.26
C5 0.37 1.65 -0.46  -0.25
C6 -1.34 -0.83 0.02  -0.63
S1 1.15 0.97 1.98  0.67
H1 1.58 -1.32 1.49  0.22
H2 2.35 1.36 -0.02  0.21
H3 1.59 0.13 -1.58  0.21
H4 -0.16 0.23 -2.08  0.20
H5 0.51 -1.72 -0.36  0.22
H6 -0.64 1.60 -0.09  0.19
H7 -1.61 -1.67 0.69  0.22
H8 -1.68 -0.92 -0.98  0.21
H9 -1.88 -0.08 0.62  0.20
H10 -0.18 1.26 2.08  0.10

Here is a single C6H10S molecule in a non-equilibrium geometry from OMol25. Energies are from ωB97M-V/def2-TZVPD.

Calculated values
Charge: 0
Energy relative to the best compared isomer or geometry (same formula, charge and spin) (kJ/mol): 178.42
Lowest unoccupied orbital energy (eV): 1.093
SMILES: C1CC[C@@H]2S[C@H]2C1
F_max (eV/A): 1.31
E_HOMO (eV): -8.64

Last column: natural (NBO) charge in e.
Geometry (Å):
C1 0.41 -0.46 1.22  -0.40
C2 1.28 -0.38 -0.09  -0.40
C3 0.48 -0.34 -1.48  -0.42
C4 -0.90 -0.08 -1.04  -0.30
S1 -2.17 1.20 -1.37  0.11
C5 -0.87 1.03 -0.10  -0.30
C6 -0.79 0.55 1.32  -0.42
H1 0.06 -1.51 1.26  0.20
H2 1.05 -0.44 2.11  0.22
H3 1.94 0.48 -0.02  0.20
H4 1.88 -1.31 -0.14  0.22
H5 0.56 -1.27 -2.07  0.21
H6 0.87 0.43 -2.14  0.22
H7 -1.44 -0.96 -0.64  0.22
H8 -0.13 1.79 -0.39  0.22
H9 -0.57 1.34 2.03  0.22
H10 -1.66 -0.07 1.55  0.22

Here is a single C6H10S molecule in a non-equilibrium geometry from OMol25. Energies are from ωB97M-V/def2-TZVPD.

Calculated values
Charge: 0
Energy relative to the best compared isomer or geometry (same formula, charge and spin) (kJ/mol): 171.75
Lowest unoccupied orbital energy (spin up / spin down) (eV): 0.768 / -1.868
F_max (eV/A): 9.15
2S+1: 3
E_HOMO (spin up / spin down) (eV): -4.59 / -10.04

Last column: natural (NBO) charge in e.
Geometry (Å):
C1 -2.20 0.08 -0.17  -0.49
C2 -1.32 -0.02 0.81  -0.18
C3 0.70 -0.94 -0.56  -0.40
C4 1.02 0.45 -0.19  -0.23
C5 0.11 -0.30 0.68  -0.26
C6 2.43 0.69 0.19  -0.62
S1 -3.85 0.32 -0.06  0.21
H1 -1.93 0.01 -1.14  0.19
H2 -1.82 -0.02 1.76  0.19
H3 0.05 -1.07 -1.40  0.21
H4 1.42 -1.75 -0.36  0.21
H5 0.61 1.11 -0.89  0.21
H6 0.74 -0.54 1.51  0.22
H7 3.10 -0.22 0.34  0.21
H8 2.41 1.20 1.14  0.21
H9 2.83 1.49 -0.45  0.22
H10 -4.31 -0.49 -1.20  0.09

Here is a single C6H10S2 molecule in a non-equilibrium geometry from OMol25. Energies are from ωB97M-V/def2-TZVPD.

Calculated values
Charge: 0
Energy relative to the best compared isomer or geometry (same formula, charge and spin) (kJ/mol): 388.05
Lowest unoccupied orbital energy (eV): 0.663
SMILES: C[C@H]1S[C@H]2CC[C@H]2S1
F_max (eV/A): 4.27
E_HOMO (eV): -8.60

Last column: natural (NBO) charge in e.
Geometry (Å):
C1 -2.36 -0.34 1.06  -0.66
C2 -1.89 0.30 -0.47  -0.48
S1 -0.85 1.76 -0.65  0.27
C3 0.79 1.12 -0.75  -0.40
C4 1.68 0.64 0.57  -0.42
C5 1.81 -0.80 0.25  -0.42
C6 0.82 -0.60 -0.95  -0.34
S2 -0.91 -1.22 -1.07  0.19
H1 -3.23 -1.14 0.73  0.22
H2 -2.84 0.51 1.86  0.23
H3 -1.43 -1.01 1.32  0.23
H4 -2.79 0.56 -1.07  0.24
H5 1.30 1.60 -1.68  0.25
H6 2.68 1.03 0.59  0.21
H7 1.31 0.85 1.62  0.23
H8 1.45 -1.65 0.89  0.24
H9 3.02 -0.88 -0.28  0.19
H10 1.43 -0.74 -1.96  0.23

Here is a single C6H10S2 molecule in a non-equilibrium geometry from OMol25. Energies are from ωB97M-V/def2-TZVPD.

Calculated values
Charge: 0
Energy relative to the best compared isomer or geometry (same formula, charge and spin) (kJ/mol): 87.91
Lowest unoccupied orbital energy (eV): 0.698
SMILES: SC1(S)C=CCCC1
F_max (eV/A): 3.70
E_HOMO (eV): -8.75

Last column: natural (NBO) charge in e.
Geometry (Å):
S1 0.99 -0.10 -2.67  0.00
C1 -0.04 0.05 -1.13  -0.23
S2 -1.85 -0.36 -1.48  -0.05
C2 0.07 1.48 -0.72  -0.28
C3 0.11 1.75 0.58  -0.13
C4 0.15 0.69 1.70  -0.45
C5 -0.18 -0.74 1.28  -0.44
C6 0.42 -1.02 -0.04  -0.40
H1 0.90 -1.41 -2.74  0.11
H2 -1.68 -1.75 -1.58  0.12
H3 -0.11 2.25 -1.39  0.22
H4 0.02 2.83 0.88  0.21
H5 1.19 0.66 2.25  0.22
H6 -0.54 0.97 2.55  0.23
H7 0.07 -1.50 1.96  0.22
H8 -1.20 -0.88 1.02  0.22
H9 1.57 -0.94 0.05  0.22
H10 0.10 -1.99 -0.54  0.21

Here is a molecular structure, C6H11AgClF4N4O8S4 in a non-equilibrium geometry from OMol25. Energies are from ωB97M-V/def2-TZVPD.

Calculated values
Charge: -1
Energy relative to the best compared isomer or geometry (same formula, charge and spin) (kJ/mol): 0.00
Lowest unoccupied orbital energy (eV): 1.701
F_max (eV/A): 8.87
E_HOMO (eV): -5.36

Last column: natural (NBO) charge in e.
Geometry (Å):
Ag1 -2.61 0.27 1.45  0.86
C1 1.57 2.58 -3.19  -0.62
C2 2.50 1.86 -2.21  -0.22
N1 2.11 0.45 -2.02  -0.30
C3 2.83 -0.68 -2.21  -0.04
C4 2.22 -1.78 -1.65  -0.05
N2 1.04 -1.29 -1.13  -0.28
C5 1.03 0.08 -1.27  0.27
C6 0.04 -2.06 -0.46  -0.44
H1 1.55 2.07 -4.15  0.20
H2 1.76 3.65 -3.29  0.24
H3 0.61 2.53 -2.68  0.25
H4 2.55 2.48 -1.32  0.27
H5 3.51 1.87 -2.63  0.20
H6 3.83 -0.68 -2.63  0.23
H7 2.54 -2.80 -1.50  0.25
H8 0.30 0.79 -0.93  0.28
H9 0.46 -2.70 0.32  0.26
H10 -0.70 -2.60 -1.05  0.24
H11 -0.52 -1.31 0.09  0.24
Cl1 -4.24 1.22 3.32  -0.88
N3 -0.94 1.62 0.71  -1.19
S1 0.49 1.83 1.61  2.40
O1 0.38 2.18 3.00  -0.83
O2 1.65 2.30 0.93  -0.92
F1 0.79 0.24 1.65  -0.52
S2 -1.12 3.11 0.38  2.41
O3 -0.48 3.52 -0.90  -0.96
O4 -1.22 4.16 1.38  -0.85
F2 -2.67 3.00 -0.03  -0.50
N4 -2.33 -2.00 1.74  -1.19
S3 -2.83 -3.38 1.44  2.44
O5 -4.01 -3.78 2.20  -0.90
O6 -1.86 -4.40 1.12  -0.92
F3 -3.55 -2.97 0.06  -0.53
S4 -1.39 -2.49 3.11  2.36
O7 -0.03 -2.98 2.91  -0.89
O8 -2.15 -2.94 4.28  -0.85
F4 -1.11 -1.01 3.58  -0.49